C35H37Br4KN2O4PS3 | ωB97M-V/def2-TZVPD

Last column: Mulliken charge in e.
Positions of all 87 atoms, in Å:
K (0.332, 0.561, 0.856)  1.0764
C (-0.916, -4.505, 0.014)  -0.7595
C (0.096, -4.049, -1.036)  -1.2575
S (0.319, -2.257, -1.071)  0.2324
C (2.119, -2.060, -1.066)  -0.2483
C (2.908, -2.723, 0.064)  -1.3810
S (2.371, -2.277, 1.735)  0.4180
C (2.119, -3.873, 2.532)  -1.0638
C (1.062, -4.820, 1.964)  -0.6756
S (-0.564, -4.059, 1.731)  -0.0326
H (-1.045, -5.587, -0.076)  0.4715
H (-1.889, -4.054, -0.192)  0.3464
H (-0.254, -4.395, -2.012)  0.5063
H (1.059, -4.530, -0.869)  0.4267
H (2.275, -0.977, -1.028)  -0.3696
H (2.531, -2.401, -2.019)  0.6605
H (3.948, -2.411, -0.049)  0.5862
H (2.887, -3.811, -0.034)  0.6167
H (1.867, -3.599, 3.559)  0.3715
H (3.065, -4.420, 2.586)  0.3832
H (0.975, -5.672, 2.642)  0.5098
H (1.400, -5.222, 1.009)  0.2820
Br (7.242, -0.461, 1.322)  -0.2276
C (5.507, 0.146, 1.787)  0.1588
C (5.103, 0.200, 3.099)  0.0981
Br (6.283, -0.322, 4.491)  -0.2376
C (3.802, 0.639, 3.397)  0.0876
Br (3.180, 0.607, 5.195)  -0.1948
C (2.854, 1.020, 2.439)  0.1726
O (1.648, 1.336, 2.783)  -0.6750
C (3.300, 0.991, 1.032)  0.0293
O (2.519, 1.312, 0.053)  -0.8454
C (4.605, 0.545, 0.787)  -0.0663
Br (5.096, 0.450, -1.049)  -0.1141
N (-2.218, -0.448, 1.605)  -0.6515
C (-2.117, -0.396, 2.757)  0.6744
N (-1.936, -0.314, 4.057)  -0.0137
C (-3.050, 0.041, 4.931)  -0.7322
C (-2.892, 1.479, 5.405)  -0.4482
O (-1.633, 1.676, 6.004)  -0.4438
C (-0.578, 1.441, 5.071)  -0.3425
C (-0.598, 0.003, 4.588)  0.0276
H (-3.044, -0.639, 5.788)  0.2928
H (-3.985, -0.094, 4.387)  0.4398
H (-3.648, 1.723, 6.154)  0.3797
H (-3.014, 2.159, 4.549)  0.2804
H (0.360, 1.663, 5.571)  0.2533
H (-0.673, 2.119, 4.214)  0.2421
H (-0.393, -0.683, 5.414)  0.0120
H (0.160, -0.116, 3.815)  -0.0217
C (-5.345, -0.294, -3.594)  -0.4758
C (-4.757, -0.871, -2.480)  -0.5844
C (-3.510, -0.435, -2.049)  -0.4547
C (-2.842, 0.576, -2.736)  -0.0844
C (-3.445, 1.158, -3.849)  -0.1710
C (-4.689, 0.724, -4.277)  -0.6550
P (-1.213, 1.060, -2.074)  0.8673
C (-0.015, 0.557, -3.353)  0.8338
C (1.324, 0.850, -3.088)  -0.6937
C (2.316, 0.427, -3.959)  -0.7272
C (1.988, -0.310, -5.089)  -0.6209
C (0.660, -0.618, -5.347)  -0.6624
C (-0.339, -0.185, -4.484)  -0.5290
C (-1.290, 2.877, -2.307)  0.3527
C (-0.666, 3.566, -3.345)  -0.0474
C (-0.779, 4.945, -3.442)  -0.6741
C (-1.519, 5.653, -2.507)  -0.4795
C (-2.136, 4.976, -1.465)  -0.5922
C (-2.013, 3.600, -1.362)  -0.4964
H (-6.319, -0.628, -3.930)  0.3660
H (-5.270, -1.654, -1.936)  0.4162
H (-3.056, -0.866, -1.163)  0.2957
H (-2.938, 1.961, -4.372)  0.4197
H (-5.150, 1.184, -5.143)  0.3884
H (1.624, 1.384, -2.189)  0.4448
H (3.347, 0.661, -3.726)  0.4153
H (2.765, -0.651, -5.762)  0.3618
H (0.393, -1.201, -6.220)  0.3654
H (-1.369, -0.441, -4.696)  0.3620
H (-0.081, 3.025, -4.078)  0.3420
H (-0.280, 5.465, -4.250)  0.4029
H (-1.601, 6.730, -2.578)  0.3627
H (-2.694, 5.522, -0.715)  0.3830
H (-2.471, 3.087, -0.523)  0.3052
O (0.636, 3.345, 0.974)  -0.6930
H (1.313, 2.945, 0.398)  0.3653
H (0.875, 2.939, 1.827)  0.3574

## Properties
Spin multiplicity: 1
LUMO level: 1.9 eV
Molecular weight: 1035.6 g/mol
Total charge: -1
Frontier orbital gap: 5.50 eV
Total energy: -386358.60694 eV


C35H37BrF6N4O22S | ωB97M-V/def2-TZVPD

Last column: Mulliken charge in e.
Positions of all 106 atoms, in Å:
C (1.263, -3.446, -2.563)  -0.9409
C (1.608, -1.925, -2.212)  -0.0274
O (0.427, -1.113, -2.091)  -0.4879
C (-0.315, -1.436, -0.897)  0.1739
C (-0.392, -0.222, 0.133)  0.6050
C (-0.309, -0.781, 1.612)  -0.1181
C (0.494, 0.278, 2.510)  -0.7438
C (1.696, -0.333, 3.319)  -1.4858
C (2.884, -0.844, 2.438)  0.4178
C (3.367, -2.207, 2.714)  -0.6018
C (4.526, -2.784, 1.954)  0.4196
C (5.033, -4.222, 2.308)  -0.4335
O (4.359, -4.758, 3.472)  -0.1566
N (3.307, -5.509, 2.967)  0.1214
O (2.374, -5.433, 3.683)  -0.3209
C (5.150, -1.962, 0.944)  0.3428
O (6.238, -2.523, 0.250)  -0.6178
C (4.707, -0.559, 0.607)  0.5162
N (5.440, 0.105, -0.371)  -0.5939
C (4.904, 1.334, -0.547)  0.5116
N (5.543, 2.178, -1.579)  -0.5080
C (6.250, 3.046, -1.041)  0.2853
S (6.625, 4.398, -0.228)  -0.1542
C (3.750, 1.930, 0.198)  0.0435
Br (3.094, 3.739, -0.192)  -0.1527
N (3.095, 1.268, 1.171)  -0.4026
C (3.567, -0.024, 1.372)  0.4402
H (0.952, -3.925, -1.593)  0.2197
H (0.349, -3.419, -3.214)  0.2013
H (2.129, -3.998, -3.007)  0.3846
H (2.182, -1.503, -3.090)  0.3336
H (2.201, -1.829, -1.255)  0.1080
H (-1.350, -1.812, -1.106)  -0.4048
H (0.211, -2.274, -0.358)  0.3531
H (-1.377, 0.306, -0.026)  -0.5701
H (0.407, 0.535, -0.105)  0.1970
H (-1.360, -0.890, 2.001)  -0.3644
H (0.192, -1.781, 1.714)  0.5448
H (0.748, 1.163, 1.876)  0.4690
H (-0.245, 0.655, 3.281)  0.4810
H (2.095, 0.410, 4.066)  0.4444
H (1.284, -1.221, 3.887)  0.3113
H (2.876, -2.815, 3.514)  0.2828
H (4.902, -4.863, 1.396)  0.3449
H (6.130, -4.180, 2.567)  0.3236
H (6.077, -2.467, -0.709)  0.3158
C (-5.094, 0.855, 3.003)  -0.1097
C (-5.033, -0.589, 2.607)  0.2314
O (-3.661, -0.899, 2.751)  -0.2454
C (-3.194, -0.072, 3.731)  0.6404
O (-2.159, -0.227, 4.297)  -0.5232
O (-4.058, 0.947, 3.981)  -0.3428
F (-5.382, -0.758, 1.308)  -0.2232
H (-4.865, 1.529, 2.175)  0.1299
H (-6.060, 1.130, 3.427)  0.3017
H (-5.629, -1.255, 3.237)  0.2259
C (3.304, 7.574, -1.065)  -0.2905
C (2.955, 8.290, -2.336)  0.3268
O (1.853, 7.552, -2.826)  -0.2988
C (1.234, 7.035, -1.725)  0.6193
O (0.133, 6.587, -1.726)  -0.5360
O (2.032, 7.105, -0.624)  -0.2527
F (3.966, 8.211, -3.235)  -0.2819
H (3.968, 6.722, -1.231)  0.1785
H (3.757, 8.233, -0.325)  0.2562
H (2.665, 9.335, -2.199)  0.2800
C (-5.094, -2.600, -2.193)  -0.5047
C (-5.029, -4.036, -2.618)  0.4176
O (-3.652, -4.346, -2.494)  -0.3276
C (-3.183, -3.538, -1.500)  0.4009
O (-2.147, -3.698, -0.937)  -0.5299
O (-4.052, -2.527, -1.224)  -0.0784
F (-5.389, -4.176, -3.922)  -0.3474
H (-4.879, -1.908, -3.011)  0.2805
H (-6.057, -2.337, -1.756)  0.2820
H (-5.616, -4.716, -1.998)  0.3608
C (5.694, 4.988, 4.021)  -0.2394
C (6.375, 6.218, 3.497)  0.2845
O (5.298, 7.096, 3.244)  -0.2956
C (4.321, 6.752, 4.137)  0.6430
O (3.386, 7.433, 4.399)  -0.4995
O (4.562, 5.532, 4.692)  -0.3154
F (7.012, 5.965, 2.326)  -0.2440
H (5.358, 4.322, 3.222)  0.1558
H (6.323, 4.422, 4.707)  0.2907
H (7.070, 6.683, 4.201)  0.2082
C (-2.226, 2.953, -2.364)  -0.3049
C (-3.670, 3.054, -2.757)  0.3159
O (-4.313, 2.198, -1.830)  -0.3007
C (-3.540, 2.226, -0.707)  0.5253
O (-3.897, 1.845, 0.363)  -0.5951
O (-2.312, 2.748, -0.957)  -0.2112
F (-3.874, 2.570, -4.007)  -0.2975
H (-1.724, 2.099, -2.826)  0.2189
H (-1.665, 3.857, -2.597)  0.2493
H (-4.089, 4.060, -2.679)  0.2877
C (-7.037, -8.113, -4.316)  -0.4249
C (-8.431, -7.594, -4.507)  0.3019
O (-8.695, -6.935, -3.283)  -0.3187
C (-7.486, -6.507, -2.826)  0.6973
O (-7.343, -5.692, -1.970)  -0.5459
O (-6.460, -7.120, -3.472)  -0.2784
F (-9.315, -8.609, -4.654)  -0.2928
H (-7.015, -9.079, -3.807)  0.2833
H (-6.490, -8.197, -5.254)  0.2639
H (-8.540, -6.888, -5.335)  0.2917

## Properties
Spin multiplicity: 1
LUMO level: -1.0 eV
Molecular weight: 1091.6 g/mol
Frontier orbital gap: 7.50 eV
Total energy: -185076.99344 eV


C35H37BrIrP2 | ωB97M-V/def2-TZVPD

Last column: Löwdin spin population.
Positions of all 76 atoms, in Å:
Ir (1.096, -0.206, 0.424)  1.4757
C (3.307, -0.095, -0.377)  0.3805
C (2.289, -0.357, -1.355)  0.0623
C (2.168, -1.716, -1.998)  0.0096
C (1.700, -2.735, -0.945)  0.0131
C (1.034, -2.185, 0.307)  0.0419
C (1.692, -1.632, 1.553)  0.1494
C (3.126, -1.410, 1.731)  0.0806
C (3.976, -1.169, 0.425)  0.0567
C (-1.136, 0.961, 0.577)  0.2133
H (3.957, 0.808, -0.498)  0.0146
H (2.155, 0.432, -2.120)  0.0245
H (3.124, -2.064, -2.449)  -0.0012
H (1.448, -1.678, -2.826)  0.0020
H (0.934, -3.341, -1.461)  0.0026
H (2.544, -3.423, -0.730)  0.0007
H (0.281, -2.893, 0.606)  0.0086
H (1.058, -1.670, 2.399)  0.0090
H (3.429, -2.377, 2.187)  0.0237
H (3.302, -0.510, 2.424)  0.0007
H (4.951, -0.741, 0.758)  0.0010
H (4.217, -2.116, -0.109)  0.0122
H (-0.631, 1.663, 1.216)  0.0133
H (-2.110, 0.802, 1.112)  0.0646
H (-1.483, 1.447, -0.378)  0.0229
P (0.306, 1.361, -1.218)  0.6688
P (-1.773, -1.073, 0.542)  0.1262
C (-0.507, -0.132, -1.887)  0.2094
C (-1.255, -1.085, -1.235)  0.1639
C (-0.491, 2.623, -2.214)  0.0382
C (-0.336, 2.498, -3.598)  0.0279
C (-0.678, 3.558, -4.430)  0.0019
C (-1.238, 4.713, -3.882)  0.0158
C (-1.440, 4.822, -2.507)  0.0031
C (-1.089, 3.769, -1.665)  0.0151
C (1.799, 2.496, -0.647)  0.2252
C (2.428, 2.143, 0.548)  0.0834
C (3.458, 2.841, 1.146)  0.0110
C (4.039, 3.848, 0.365)  0.0190
C (3.576, 4.071, -0.941)  0.0143
C (2.495, 3.363, -1.489)  0.0495
C (-3.518, -1.381, 0.382)  0.0110
C (-4.281, -0.777, -0.654)  0.0060
C (-5.658, -1.016, -0.731)  0.0006
C (-6.277, -1.915, 0.137)  0.0039
C (-5.520, -2.573, 1.100)  0.0002
C (-4.170, -2.297, 1.228)  0.0051
C (-1.384, -1.901, 2.193)  0.0138
C (-1.215, -1.229, 3.405)  0.0073
C (-0.636, -1.920, 4.482)  0.0002
C (-0.521, -3.327, 4.483)  0.0057
C (-0.838, -4.039, 3.296)  0.0002
C (-1.333, -3.332, 2.180)  0.0048
H (-0.391, -0.250, -2.957)  0.0154
H (-1.720, -1.893, -1.813)  0.0100
H (0.090, 1.585, -4.016)  0.0017
H (-0.486, 3.487, -5.497)  -0.0001
H (-1.529, 5.525, -4.535)  0.0008
H (-1.854, 5.738, -2.074)  0.0000
H (-1.241, 3.851, -0.587)  0.0007
H (2.188, 1.234, 1.217)  0.0240
H (3.781, 2.480, 2.150)  0.0006
H (4.898, 4.372, 0.781)  0.0014
H (4.085, 4.798, -1.571)  0.0020
H (2.232, 3.445, -2.565)  0.0020
H (-3.791, -0.201, -1.424)  0.0021
H (-6.239, -0.510, -1.509)  -0.0001
H (-7.334, -2.114, 0.058)  0.0002
H (-5.955, -3.334, 1.739)  0.0000
H (-3.609, -2.862, 1.949)  0.0004
H (-1.429, -0.144, 3.530)  0.0029
H (-0.250, -1.342, 5.338)  0.0006
H (-0.213, -3.889, 5.374)  0.0003
H (-0.699, -5.130, 3.190)  0.0000
H (-1.690, -3.881, 1.278)  0.0003
Br (0.780, 1.133, 3.080)  0.5211

## Properties
Energy above the lowest of the compared OMol25 structures with the same formula, charge and spin: 138.0 kcal/mol
Spin multiplicity: 6
LUMO level (spin up / spin down): -6.8 / -8.9 eV
Molecular weight: 791.8 g/mol
Total charge: +2
Frontier orbital gap (spin up / spin down): 5.03 / 5.14 eV
Total energy: -128324.06347 eV


C35H37CeClO4P2 | ωB97M-V/def2-TZVPD

Last column: Mulliken charge in e.
Positions of all 80 atoms, in Å:
Ce (-2.936, 2.196, -0.361)  1.4637
C (3.533, -2.112, 2.684)  -0.4056
C (3.947, -1.303, 1.700)  -0.3837
C (4.625, -1.720, 0.424)  -0.4990
C (4.336, -3.147, -0.096)  -1.1320
C (2.875, -3.475, -0.254)  -0.1669
C (2.052, -3.976, 0.671)  -0.3945
C (2.399, -4.336, 2.087)  -0.7032
C (3.607, -3.613, 2.728)  -0.9591
C (-4.339, 1.350, -1.913)  -1.1856
H (3.119, -1.664, 3.597)  0.3829
H (3.883, -0.218, 1.847)  0.5090
H (5.720, -1.614, 0.525)  0.3787
H (4.330, -1.009, -0.363)  0.2440
H (4.774, -3.192, -1.106)  0.4244
H (4.884, -3.884, 0.503)  0.3561
H (2.495, -3.312, -1.273)  0.4836
H (1.029, -4.251, 0.382)  0.4771
H (2.577, -5.423, 2.166)  0.3513
H (1.517, -4.133, 2.714)  0.3044
H (3.592, -3.891, 3.794)  0.4324
H (4.544, -4.013, 2.323)  0.3597
H (-5.351, 1.348, -1.459)  0.4931
H (-4.058, 0.384, -2.355)  0.4628
H (-4.383, 2.096, -2.727)  0.4699
P (0.070, 1.970, 0.419)  0.9947
P (-1.521, -0.277, -1.238)  0.3393
C (0.890, 0.463, -0.122)  -0.7877
C (0.234, -0.460, -0.879)  -0.4225
C (1.198, 3.323, -0.064)  0.6346
C (2.580, 3.114, -0.182)  -0.1449
C (3.407, 4.180, -0.563)  -0.5684
C (2.845, 5.434, -0.838)  -0.6303
C (1.462, 5.632, -0.735)  -0.6877
C (0.637, 4.579, -0.351)  -0.7226
C (0.137, 1.910, 2.252)  0.7080
C (-0.747, 1.033, 2.913)  -0.1595
C (-0.824, 1.048, 4.307)  -0.8551
C (0.012, 1.901, 5.044)  -0.5884
C (0.944, 2.719, 4.391)  -0.7724
C (1.008, 2.718, 2.994)  -0.3646
C (-1.673, -0.656, -3.023)  0.5565
C (-1.266, 0.324, -3.948)  -0.5382
C (-1.446, 0.106, -5.314)  -0.7152
C (-2.007, -1.098, -5.766)  -0.5287
C (-2.365, -2.093, -4.846)  -0.6397
C (-2.187, -1.878, -3.476)  -0.2141
C (-2.333, -1.656, -0.354)  1.0152
C (-3.677, -1.532, 0.027)  -0.4990
C (-4.305, -2.583, 0.692)  -0.7747
C (-3.592, -3.753, 0.988)  -0.6847
C (-2.244, -3.874, 0.620)  -0.4106
C (-1.612, -2.819, -0.049)  -0.0494
H (1.924, 0.318, 0.212)  0.1388
H (0.729, -1.331, -1.333)  0.7091
H (2.999, 2.123, 0.005)  0.2964
H (4.481, 4.016, -0.661)  0.4497
H (3.487, 6.255, -1.154)  0.3978
H (1.019, 6.596, -0.975)  0.4442
H (-0.443, 4.720, -0.292)  0.2874
H (-1.380, 0.345, 2.342)  0.2548
H (-1.540, 0.398, 4.815)  0.4597
H (-0.061, 1.923, 6.131)  0.4217
H (1.612, 3.360, 4.965)  0.4546
H (1.732, 3.350, 2.482)  0.4019
H (-0.825, 1.261, -3.598)  0.3833
H (-1.151, 0.875, -6.030)  0.4244
H (-2.152, -1.266, -6.833)  0.4091
H (-2.783, -3.035, -5.196)  0.4280
H (-2.457, -2.657, -2.763)  0.3864
H (-4.241, -0.623, -0.209)  0.0374
H (-5.348, -2.487, 0.991)  0.4313
H (-4.082, -4.569, 1.517)  0.4159
H (-1.683, -4.778, 0.861)  0.4872
H (-0.558, -2.896, -0.315)  0.0727
O (-4.542, 4.658, -2.278)  -0.5126
Cl (-4.381, 4.705, -0.846)  1.6735
O (-4.928, 5.854, -0.214)  -0.4757
O (-4.944, 3.448, -0.210)  -0.5421
O (-2.884, 4.574, -0.552)  -0.5878

## Properties
Spin multiplicity: 1
LUMO level (spin up / spin down): -8.6 / -8.6 eV
Molecular weight: 759.2 g/mol
Total charge: +2
Frontier orbital gap (spin up / spin down): 4.44 / 4.48 eV
Total energy: -89088.22735 eV